# 1
{"formula": "C15H24BF2N3O5", "method": "the ωB97M-V functional and the def2-TZVPD basis", "symbols": ["C", "C", "B", "O", "C", "C", "C", "C", "F", "C", "N", "C", "C", "C", "C", "C", "O", "C", "C", "O", "N", "C", "O", "N", "O", "H", "H", "H", "H", "H", "H", "H", "H", "H", "H", "H", "H", "H", "H", "H", "H", "H", "H", "H", "H", "H", "H", "H", "H", "F"], "xyz": [[4.68, 1.48, 1.32], [3.16, 1.74, 1.17], [2.73, 1.26, -0.26], [3.24, 1.88, -1.38], [1.69, 0.04, -0.37], [0.55, 0.03, -1.16], [0.11, 1.15, -2.09], [0.97, 1.34, -3.34], [-1.18, 0.80, -2.53], [-0.29, -1.09, -1.05], [0.02, -2.07, -0.22], [-0.94, -3.21, -0.02], [-1.93, -2.72, 1.03], [-3.21, -2.06, 0.47], [-3.17, -0.52, 0.41], [-2.49, 0.16, 1.57], [-2.90, 1.55, 1.61], [-2.26, 2.31, 0.71], [-3.14, 3.10, -0.21], [-1.07, 2.37, 0.63], [1.10, -2.13, 0.51], [1.92, -1.09, 0.43], [3.02, -1.18, 1.20], [3.74, -2.51, 0.87], [4.15, -2.98, 1.82], [5.05, 0.89, 0.47], [4.89, 0.91, 2.22], [5.22, 2.42, 1.29], [2.60, 1.21, 1.93], [2.92, 2.80, 1.29], [2.84, 2.76, -1.46], [-0.02, 2.07, -1.52], [1.56, 2.24, -3.24], [0.28, 1.52, -4.16], [1.62, 0.49, -3.54], [-1.21, -1.16, -1.59], [-1.42, -3.40, -0.97], [-0.40, -4.11, 0.34], [-2.22, -3.61, 1.59], [-1.37, -2.10, 1.72], [-4.04, -2.36, 1.09], [-3.38, -2.41, -0.54], [-4.20, -0.16, 0.38], [-2.72, -0.15, -0.52], [-1.41, 0.16, 1.47], [-2.74, -0.27, 2.53], [-2.94, 4.16, -0.07], [-4.19, 2.92, 0.02], [-2.91, 2.86, -1.24], [-0.32, -5.33, 1.36]], "gap_ev": 5.69, "largest_force_ha_per_bohr": 0.0228, "e_homo_ev": -7.3, "lumo_energy_ev": -1.62}

***

# 2
{"formula": "C15H24BeN3S2", "method": "the ωB97M-V functional and the def2-TZVPD basis", "symbols": ["Be", "C", "C", "N", "C", "C", "S", "C", "C", "N", "H", "H", "H", "H", "H", "H", "H", "H", "H", "H", "H", "H", "H", "H", "C", "C", "C", "N", "H", "H", "H", "H", "H", "S", "C", "C", "C", "C", "C", "C", "H", "H", "H", "H", "H"], "xyz": [[0.93, -0.19, -0.12], [3.46, -0.03, -0.92], [2.94, -1.31, -1.56], [1.47, -1.40, -1.31], [1.03, -2.75, -0.89], [1.38, -3.02, 0.57], [0.85, -1.66, 1.68], [2.41, -1.19, 2.46], [3.45, -0.75, 1.44], [2.85, 0.09, 0.41], [4.56, -0.04, -0.88], [3.16, 0.84, -1.51], [3.15, -1.33, -2.62], [3.41, -2.18, -1.12], [0.98, -1.16, -2.17], [-0.05, -2.80, -1.02], [1.49, -3.53, -1.51], [0.89, -3.94, 0.90], [2.45, -3.16, 0.71], [2.14, -0.37, 3.12], [2.78, -2.00, 3.08], [4.27, -0.23, 1.95], [3.90, -1.62, 0.96], [2.82, 1.06, 0.69], [-4.35, -0.50, 0.48], [-3.49, 0.03, -0.67], [-2.09, -0.34, -0.52], [-0.99, -0.64, -0.40], [-5.37, -0.18, 0.34], [-3.99, -0.11, 1.43], [-4.32, -1.59, 0.52], [-3.51, 1.12, -0.71], [-3.83, -0.35, -1.63], [0.78, 1.79, -0.66], [-0.85, 2.41, -0.33], [-1.55, 3.06, -1.34], [-2.81, 3.60, -1.10], [-3.39, 3.48, 0.16], [-2.70, 2.83, 1.17], [-1.44, 2.30, 0.93], [-1.10, 3.16, -2.32], [-3.33, 4.12, -1.89], [-4.36, 3.91, 0.35], [-3.13, 2.75, 2.16], [-0.89, 1.81, 1.73]], "gap_ev": 8.46, "largest_force_ha_per_bohr": 0.0024, "e_homo_ev": -10.7, "charge": 1, "relative_energy_kj_mol": 1.7, "lumo_energy_ev": -2.22}

***

# 3
{"formula": "C15H24Cl2FGaN3OS", "method": "the ωB97M-V functional and the def2-TZVPD basis", "symbols": ["C", "C", "Ga", "F", "C", "C", "C", "C", "C", "C", "C", "S", "C", "N", "N", "C", "O", "C", "C", "C", "N", "H", "H", "H", "H", "H", "H", "H", "H", "H", "H", "H", "H", "H", "H", "H", "H", "H", "H", "H", "H", "H", "H", "C", "Cl", "Cl", "H", "H"], "xyz": [[2.31, 1.15, 4.95], [1.92, 1.04, 3.80], [1.38, 0.82, 1.84], [-0.42, 0.34, 1.92], [2.56, -0.64, 1.10], [2.70, -0.65, -0.43], [1.35, -0.67, -1.19], [0.22, -1.44, -0.49], [-0.60, -2.36, -1.43], [-2.11, -2.14, -1.30], [-2.60, -2.06, 0.15], [-3.55, -0.57, 0.61], [-2.65, 0.78, -0.04], [-1.93, 0.93, -1.07], [-1.51, 2.26, -1.06], [-2.03, 2.78, -0.04], [-2.78, 1.93, 0.68], [1.48, 2.60, 0.85], [2.64, 3.43, 1.20], [2.78, 3.96, 2.61], [3.53, 3.72, 0.32], [2.79, 1.03, 5.88], [3.55, -0.56, 1.54], [2.18, -1.61, 1.43], [3.24, 0.24, -0.76], [3.30, -1.50, -0.77], [1.04, 0.35, -1.41], [1.51, -1.13, -2.17], [-0.48, -0.70, -0.12], [0.57, -2.05, 0.33], [-0.30, -2.23, -2.47], [-0.37, -3.41, -1.20], [-2.38, -1.27, -1.89], [-2.61, -2.99, -1.78], [-3.27, -2.89, 0.36], [-1.79, -2.14, 0.87], [-1.91, 3.81, 0.23], [1.40, 2.48, -0.23], [0.59, 3.16, 1.16], [3.60, 3.45, 3.12], [2.98, 5.03, 2.60], [1.89, 3.78, 3.21], [4.24, 4.29, 0.78], [-4.58, -3.98, -4.42], [-3.12, -4.81, -4.98], [-4.97, -4.40, -2.75], [-4.42, -2.91, -4.48], [-5.40, -4.28, -5.06]], "gap_ev": 7.33, "largest_force_ha_per_bohr": 0.0232, "e_homo_ev": -5.1, "charge": -1, "lumo_energy_ev": 2.23}

***

# 4
{"formula": "C15H24Cl3N6O4PtSSeSi", "method": "the ωB97M-V functional and the def2-TZVPD basis", "symbols": ["Pt", "C", "O", "C", "O", "N", "N", "H", "H", "H", "H", "H", "H", "O", "N", "O", "C", "C", "C", "N", "N", "C", "N", "S", "H", "H", "H", "H", "H", "H", "H", "C", "C", "C", "C", "C", "C", "Se", "C", "C", "C", "H", "H", "H", "H", "H", "H", "H", "H", "H", "H", "H", "Cl", "Si", "Cl", "Cl"], "xyz": [[2.20, -2.87, 0.52], [4.19, -5.54, -2.75], [3.15, -4.56, -3.07], [2.63, -3.94, -2.05], [2.96, -4.18, -0.87], [1.70, -3.02, -2.38], [1.11, -2.26, -1.36], [4.51, -5.93, -3.71], [3.76, -6.33, -2.14], [5.00, -5.05, -2.23], [1.52, -2.81, -3.35], [0.10, -2.36, -1.41], [1.35, -1.27, -1.40], [-0.55, 0.40, 1.07], [0.69, 0.48, 0.68], [0.98, 0.49, -0.58], [-1.53, -0.57, 4.99], [-0.12, -1.18, 5.02], [0.61, -0.94, 3.75], [0.79, -1.91, 2.87], [1.41, -1.55, 1.79], [1.67, -0.10, 1.63], [2.97, 0.11, 1.13], [1.25, 0.58, 3.30], [-2.06, -0.81, 5.91], [-2.10, -0.98, 4.15], [-1.49, 0.51, 4.88], [-0.17, -2.26, 5.16], [0.45, -0.76, 5.85], [3.08, 1.01, 0.68], [3.68, -0.07, 1.82], [-4.09, 6.03, -2.39], [-3.48, 4.70, -2.08], [-4.05, 3.85, -1.13], [-3.50, 2.62, -0.83], [-4.11, 1.72, 0.20], [-2.34, 2.24, -1.54], [-1.60, 0.56, -1.18], [-1.72, 3.08, -2.47], [-0.47, 2.67, -3.19], [-2.32, 4.30, -2.73], [-4.99, 6.21, -1.79], [-4.36, 6.10, -3.44], [-3.38, 6.84, -2.18], [-4.95, 4.16, -0.61], [-4.94, 2.21, 0.70], [-3.38, 1.44, 0.96], [-4.49, 0.80, -0.25], [0.20, 2.09, -2.55], [0.08, 3.54, -3.54], [-0.71, 2.06, -4.07], [-1.86, 4.96, -3.46], [3.44, -5.37, 2.80], [3.72, -3.48, 2.06], [5.58, -3.47, 1.16], [3.95, -2.21, 3.68]], "gap_ev": [8.18, 6.58], "largest_force_ha_per_bohr": 0.0122, "e_homo_ev": [-10.6, -11.8], "charge": 1, "relative_energy_kj_mol": 119.8, "multiplicity": 5, "s_squared": 6.03, "lumo_energy_ev": [-2.38, -5.20]}

***

# 5
{"formula": "C15H24ClN2O2", "method": "the ωB97M-V functional and the def2-TZVPD basis", "symbols": ["C", "C", "N", "H", "C", "C", "N", "C", "C", "H", "H", "H", "H", "C", "H", "C", "O", "H", "C", "O", "C", "C", "C", "C", "C", "C", "H", "H", "Cl", "H", "H", "H", "H", "H", "H", "H", "H", "H", "H", "H", "H", "H", "H", "H"], "xyz": [[4.88, 2.46, -0.70], [3.72, 2.07, 0.20], [3.44, 0.61, 0.16], [4.34, 0.12, 0.24], [2.58, 0.18, 1.30], [2.42, -1.35, 1.27], [1.88, -1.83, 0.02], [2.65, -1.35, -1.10], [2.81, 0.18, -1.11], [1.83, 0.65, -1.18], [3.43, 0.48, -1.95], [2.17, -1.66, -2.03], [3.64, -1.82, -1.05], [0.45, -1.97, -0.11], [0.15, -2.83, 0.50], [-0.44, -0.79, 0.33], [-0.07, 0.41, -0.33], [-0.87, 0.95, -0.38], [-1.91, -1.11, 0.02], [-2.63, 0.07, 0.33], [-3.99, 0.07, 0.18], [-4.74, -1.00, -0.28], [-6.12, -0.88, -0.39], [-6.74, 0.30, -0.05], [-6.00, 1.38, 0.40], [-4.63, 1.27, 0.52], [-4.03, 2.09, 0.87], [-6.49, 2.31, 0.66], [-8.46, 0.45, -0.20], [-6.70, -1.72, -0.74], [-4.28, -1.94, -0.54], [-2.25, -1.95, 0.63], [-2.03, -1.36, -1.04], [-0.36, -0.63, 1.41], [0.24, -2.20, -1.15], [1.77, -1.66, 2.09], [3.40, -1.81, 1.42], [3.04, 0.49, 2.24], [1.62, 0.67, 1.17], [3.96, 2.34, 1.23], [2.81, 2.60, -0.10], [5.10, 3.52, -0.56], [4.66, 2.31, -1.75], [5.78, 1.90, -0.44]], "gap_ev": 8.17, "largest_force_ha_per_bohr": 0.0198, "e_homo_ev": -10.6, "charge": 1, "smiles": "CC[NH+]1CCN(C[C@@H](O)COc2ccc(Cl)cc2)CC1", "relative_energy_kj_mol": 9.1, "lumo_energy_ev": -2.47}

***

# 6
{"formula": "C15H24F3N4O19Tl", "method": "the ωB97M-V functional and the def2-TZVPD basis", "symbols": ["Tl", "C", "C", "O", "O", "H", "H", "H", "C", "C", "O", "C", "O", "O", "F", "H", "H", "H", "C", "C", "O", "C", "O", "O", "F", "H", "H", "H", "C", "C", "O", "C", "O", "O", "F", "H", "H", "H", "C", "N", "O", "O", "H", "H", "H", "C", "N", "O", "O", "H", "H", "H", "C", "N", "O", "O", "H", "H", "H", "C", "N", "O", "O", "H", "H", "H"], "xyz": [[0.17, -3.92, -1.17], [-0.81, 0.87, -0.54], [-0.53, -0.62, -0.50], [-1.46, -1.42, -0.72], [0.57, -1.14, -0.18], [-1.57, 0.93, -1.31], [0.14, 1.35, -0.77], [-0.96, 1.23, 0.48], [-4.72, 0.14, -0.54], [-4.84, 1.64, -0.52], [-5.57, 1.92, -1.68], [-5.42, 0.89, -2.55], [-5.71, 0.91, -3.69], [-4.89, -0.19, -1.91], [-3.61, 2.26, -0.64], [-5.56, -0.29, 0.00], [-3.75, -0.17, -0.14], [-5.35, 1.92, 0.40], [5.47, -4.53, 2.12], [6.06, -3.18, 1.73], [4.87, -2.41, 1.51], [3.86, -3.25, 1.24], [2.80, -2.88, 0.82], [4.25, -4.51, 1.39], [6.75, -3.22, 0.57], [5.23, -4.59, 3.18], [6.15, -5.30, 1.77], [6.66, -2.70, 2.50], [3.07, 4.43, -2.72], [2.36, 3.96, -1.47], [1.79, 5.14, -0.93], [2.17, 6.22, -1.63], [1.88, 7.34, -1.37], [2.93, 5.86, -2.68], [3.14, 3.48, -0.43], [2.60, 4.14, -3.66], [4.14, 4.21, -2.78], [1.53, 3.26, -1.55], [3.57, -0.29, -1.41], [3.69, -1.58, -2.10], [4.63, -1.75, -2.84], [2.83, -2.42, -1.92], [4.53, 0.19, -1.24], [2.91, -0.28, -0.54], [3.12, 0.33, -2.20], [-1.63, 3.69, 2.08], [-2.20, 4.93, 1.55], [-3.05, 5.45, 2.23], [-1.74, 5.43, 0.55], [-2.40, 2.94, 2.21], [-1.12, 3.96, 3.01], [-0.88, 3.38, 1.36], [-4.96, -4.09, -1.00], [-3.73, -3.66, -0.28], [-2.65, -4.01, -0.71], [-3.87, -2.93, 0.67], [-5.40, -4.95, -0.51], [-4.62, -4.39, -1.99], [-5.67, -3.28, -1.07], [-0.49, -1.48, 3.32], [-1.07, -2.81, 3.06], [-0.85, -3.36, 1.99], [-1.83, -3.26, 3.89], [0.47, -1.69, 3.79], [-1.08, -0.95, 4.07], [-0.32, -0.93, 2.40]], "gap_ev": 1.70, "largest_force_ha_per_bohr": 0.0607, "e_homo_ev": -15.3, "charge": 2, "relative_energy_kj_mol": 87.5, "lumo_energy_ev": -13.57}

***

# 7
{"formula": "C15H24N2O", "method": "the ωB97M-V functional and the def2-TZVPD basis", "symbols": ["C", "C", "C", "C", "C", "C", "C", "C", "C", "C", "O", "N", "C", "C", "C", "C", "N", "C", "H", "H", "H", "H", "H", "H", "H", "H", "H", "H", "H", "H", "H", "H", "H", "H", "H", "H", "H", "H", "H", "H", "H", "H"], "xyz": [[0.48, 3.60, 5.46], [0.76, 2.44, 4.46], [1.26, 2.86, 3.00], [1.48, 1.79, 2.17], [2.66, 1.18, 2.51], [3.01, -0.19, 1.74], [3.27, 0.11, 0.38], [2.18, 0.13, -0.82], [1.85, -1.34, -1.08], [0.50, -1.51, -1.96], [0.81, -1.86, -3.14], [-0.44, -1.12, -1.29], [-2.05, -0.99, -1.76], [-2.19, -1.48, -3.11], [-3.57, -1.18, -3.50], [-4.51, -0.98, -2.35], [-4.34, -0.66, -1.16], [-2.95, -0.80, -0.78], [-2.65, -0.58, 0.01], [-5.51, -0.92, -2.65], [-3.85, -1.40, -4.47], [-1.36, -1.81, -3.66], [-0.41, -1.09, -0.29], [1.66, -2.11, 0.00], [2.79, -1.77, -1.78], [2.34, 0.49, -1.78], [1.12, 0.60, -0.25], [4.26, -0.53, -0.32], [3.71, 1.14, 0.27], [3.85, -0.81, 2.07], [2.29, -0.88, 1.62], [2.75, 0.77, 3.54], [3.68, 1.63, 2.46], [0.58, 1.17, 2.29], [1.58, 2.21, 1.25], [0.62, 3.44, 2.66], [2.17, 3.69, 3.12], [-0.03, 1.62, 4.64], [1.70, 1.90, 5.04], [0.38, 3.29, 6.54], [1.25, 4.21, 5.61], [-0.20, 4.10, 5.23]], "gap_ev": 8.91, "largest_force_ha_per_bohr": 0.2940, "e_homo_ev": -8.9, "relative_energy_kj_mol": 1302.3, "lumo_energy_ev": 0.04}

***

# 8
{"formula": "C15H24N3S", "method": "the ωB97M-V functional and the def2-TZVPD basis", "symbols": ["C", "H", "H", "C", "N", "C", "H", "C", "N", "C", "S", "N", "H", "H", "C", "H", "H", "C", "C", "C", "C", "C", "C", "C", "H", "H", "H", "H", "H", "H", "H", "C", "H", "H", "C", "H", "H", "H", "H", "H", "H", "H", "H"], "xyz": [[4.31, -1.46, -1.55], [5.34, -1.33, -1.59], [3.87, -2.38, -1.44], [3.70, -0.68, -2.76], [2.39, -0.34, -2.55], [1.59, -1.83, -2.50], [1.96, -2.63, -3.26], [-0.03, -1.39, -2.67], [-0.31, -0.06, -2.30], [-0.16, 0.16, -0.79], [1.06, 0.81, -0.37], [-1.22, -0.18, -0.26], [2.23, 0.18, -1.61], [-2.10, -0.66, -0.60], [-1.31, 0.07, 1.30], [-1.39, -1.17, 1.79], [-0.30, 0.38, 1.83], [-2.48, 0.74, 1.67], [-2.76, 1.11, 3.16], [-2.13, 2.07, 3.70], [-2.12, 2.45, 5.04], [-2.72, 1.21, 5.79], [-3.30, 0.16, 5.28], [-3.17, -0.13, 3.92], [-3.70, -0.63, 3.38], [-3.70, -0.51, 6.02], [-2.59, 1.55, 7.08], [-1.92, 3.30, 5.46], [-1.61, 2.84, 3.07], [-3.44, 0.28, 1.36], [-2.53, 1.82, 1.08], [0.31, 0.93, -3.20], [0.32, 1.76, -2.65], [-0.31, 0.96, -3.94], [1.71, 0.33, -3.67], [1.35, -0.30, -4.66], [2.26, 1.36, -3.90], [-0.59, -2.46, -1.93], [-0.41, -1.65, -3.67], [1.68, -2.35, -1.68], [3.88, -1.44, -3.58], [4.16, 0.00, -3.05], [4.17, -0.91, -0.74]], "gap_ev": 8.68, "largest_force_ha_per_bohr": 0.2794, "e_homo_ev": -11.0, "charge": 1, "relative_energy_kj_mol": 50.5, "lumo_energy_ev": -2.29}